Entry 1:
Density functional theory data (the ωB97M-V functional and the def2-TZVPD basis) for a cluster of 4 separate species, C30H65NO14 in total.

Each line ends with the Mulliken charge.
Atoms and positions in Å:
H -5.5727 9.8146 4.4055  0.35
H -6.5197 8.3787 2.5527  0.38
C 9.8192 0.7834 -3.7330  -0.77
H 7.4777 2.0132 -4.3077  0.45
H 5.6136 -0.1241 0.7394  0.28
C -3.8596 4.2819 2.6230  -0.59
O 5.9741 -0.9761 -4.0674  -0.43
C 1.7629 -3.6410 0.3717  0.28
H -6.5290 -5.1920 -4.1533  0.31
H -2.8569 3.8812 2.4441  0.02
H 1.5233 -5.8031 -2.9731  0.36
C -5.8205 8.7506 4.5120  -0.60
H -3.9244 -2.3032 -4.0381  0.22
C -4.9135 -7.3156 -3.9131  -0.83
C 0.5573 3.5930 1.8289  -0.61
H -2.5219 8.5138 2.3719  0.40
H -5.7093 -7.0476 -3.2095  0.37
H -4.3344 9.9108 6.3604  0.32
H -0.5040 1.7573 1.5251  0.31
O -4.5226 8.4754 2.4456  -0.45
H 6.5555 -2.8579 -3.7138  0.41
C -3.7628 -7.1903 -1.6337  -0.74
H 2.8468 6.2439 4.0654  0.33
C 0.5369 2.0964 1.6130  -0.58
O 2.0856 4.3546 4.4559  -0.23
C 5.8780 -2.0690 -1.8716  -0.49
H -5.2376 -2.5509 -5.2043  0.33
C -4.9241 -6.2978 -5.0675  -0.81
H -3.4517 6.3898 1.3333  0.35
H 10.0188 0.1467 -4.6031  0.32
H 7.7937 0.4922 -5.1820  0.34
H 10.5112 0.5200 -2.9356  0.23
H 0.0277 2.7916 4.3007  0.26
H -4.1489 -6.1782 -1.4579  0.25
O 1.1773 1.4291 2.6817  -0.27
H 1.5504 3.9199 2.1447  0.30
C -1.5123 -6.1832 -0.9810  -0.40
O 1.5251 -4.9714 0.2467  -0.43
H 7.6487 -1.6465 -3.0298  0.21
C 6.5983 -1.9003 -3.1903  -0.50
H 5.4217 0.9216 -4.3820  0.38
O 8.5136 0.5851 -3.2451  -0.24
H 0.0663 -6.8513 0.3471  0.27
H -5.4527 -6.7269 -5.9255  0.40
H 2.3552 -6.8352 -1.7772  0.34
C -3.0916 6.4762 2.3672  -0.26
H 2.9994 5.6939 5.7541  0.31
H -5.1527 -8.3056 -4.3072  0.46
H -3.1144 -8.3637 -3.3031  0.36
H 4.7958 -2.1050 -2.0527  0.29
O -0.4458 4.0600 2.7189  -0.23
H 1.4467 -0.3988 3.5095  0.27
O -4.9792 8.1483 5.4781  -0.22
C -2.4775 -7.3636 -0.8237  -0.91
H -4.4143 4.3011 1.6768  0.36
C -5.6177 -4.9869 -4.7354  -0.60
H 4.0122 4.9684 4.4862  0.24
H -6.8668 8.6686 4.8399  0.42
H -1.8088 -5.3912 -0.2856  0.29
O -4.7449 -4.1613 -3.9857  -0.22
H 6.1877 -3.0205 -1.4131  0.47
H -2.0205 6.2331 2.3819  0.24
C -5.6726 8.0704 3.1694  -0.36
C 6.1732 0.3997 -3.7863  -0.44
H 0.2098 -7.4295 -1.3030  0.48
H 0.5949 5.7855 4.3551  0.34
C -0.2414 3.8319 4.1052  -0.49
C -3.5780 -7.3840 -3.1389  -0.40
H -3.9088 -6.0769 -5.4098  0.35
C 7.5300 0.9196 -4.2057  -0.59
H -1.9845 -8.3109 -1.0749  0.43
C 0.9186 -5.4051 -0.9781  0.44
C 1.9819 -5.8239 -1.9766  -0.73
H -4.5219 -7.8957 -1.2795  0.42
C -3.2887 7.8968 2.8447  -0.59
C 0.9215 0.0419 2.6640  -0.75
H -1.2111 4.0314 4.5678  0.39
N 4.0057 -5.2428 -2.9727  0.15
H -0.1508 -0.1620 2.7667  0.34
H 0.6054 4.7779 5.8246  0.43
H -5.6067 -2.3405 -3.4707  0.27
C 0.7622 4.7695 4.7366  -0.63
H -4.1751 8.4182 7.3139  0.23
C -4.8976 -2.7741 -4.1864  -0.76
H 9.9857 1.8297 -4.0166  0.31
O -3.7888 5.5675 3.2014  -0.21
O 3.0559 -4.8821 -1.9286  -0.18
H 1.0555 1.8649 0.6717  0.45
H 0.3281 4.0680 0.8726  0.37
H -5.7075 6.9848 3.2860  0.19
O 0.9336 -2.7931 0.2009  -0.55
H -2.7507 -7.4407 0.2347  0.37
H 5.2891 -1.8686 0.6758  0.30
H -3.1570 7.9549 3.9278  0.25
H -5.9260 -4.4797 -5.6592  0.43
O 6.1939 -1.0116 -0.9848  -0.31
H 2.7967 -3.4330 0.6803  0.36
H 0.3492 -4.5691 -1.3949  0.43
C 5.2909 -0.9380 0.0935  -0.77
H 1.2786 -0.4233 1.7385  0.26
C -4.8132 8.9583 6.6171  -0.78
C -0.0571 -6.5550 -0.6982  -1.19
C 3.0259 5.3721 4.7060  -0.78
H -1.5803 -5.7752 -1.9955  0.33
H -4.3849 3.6347 3.3239  0.22
H 4.2701 -0.7389 -0.2539  0.33
H 5.9913 0.6214 -2.7322  0.22
H -5.7733 9.1671 7.1045  0.31
O 4.0503 -4.4156 -3.7785  -0.22
H -2.8899 -6.6333 -3.5370  0.21

## Properties
charge = 0
SMILES = COCCCCCCCC[C@H](CON=O)OC=O.COCCOCCOC.COCCOCCOC.COCCOCCOC
electronic energy = -62310.36293 eV



Entry 2:
Density functional theory data (the ωB97M-V functional and the def2-TZVPD basis) for a cluster of 4 separate species, C30H66O4 in total at a distorted geometry.

Each line ends with the Mulliken charge.
Atoms and positions in Å:
C -5.2194 1.8311 -1.3896  -0.84
C 1.3183 3.6992 1.7726  -0.75
C 0.4445 -5.0526 0.8696  -0.68
H -0.0424 -0.5020 0.5169  0.28
H -2.9662 -1.4723 -6.1595  0.23
C -0.1394 -0.2560 -0.5442  -0.83
H 3.0985 1.6659 1.1113  0.15
H -6.2100 0.1536 0.6815  0.28
H -3.1048 1.5439 -1.1459  0.14
H 0.4765 -3.5821 -3.7069  0.34
C -3.6983 -2.6446 -3.4451  -0.14
H 2.3581 4.0276 1.8695  -0.10
C 0.2095 1.1984 -0.8192  -0.08
H -3.1400 0.1600 -5.0617  0.24
H 0.5313 -2.7785 0.6542  -0.04
C 1.6612 1.5446 -0.4803  -0.75
C -3.7991 2.4264 0.6908  -0.58
H -0.6932 -5.9158 -2.0546  0.21
H 0.6176 -5.7577 4.4354  0.33
H 1.4253 -4.8489 -1.4638  0.48
H 3.8156 4.6981 -0.1699  0.21
H 4.5076 5.7396 2.0965  0.35
O -0.2038 -7.9579 5.7500  -0.47
H 5.7676 4.9769 3.0421  0.37
H 1.8606 2.5743 -0.7983  0.26
H 0.5084 -0.9272 -1.1165  0.22
H -4.4037 4.3059 -0.2267  0.36
C 6.4919 6.2450 1.4478  -0.86
H 0.1505 1.8983 1.9278  0.11
H -2.9348 2.0651 1.2613  0.25
C 1.2024 2.1978 1.9817  -0.35
H 0.0448 1.4001 -1.8846  0.38
C 8.5682 5.2820 2.5658  -1.20
H -1.9736 -1.3446 -4.5582  0.22
C 0.8392 -3.8186 -1.4482  -1.01
H 5.4748 4.8010 -0.7921  0.42
C 0.2510 -6.1650 3.3844  -0.35
C 5.3144 3.9528 1.2065  -0.16
C 7.9124 5.7070 1.2611  -0.35
H -0.4165 -5.7583 -3.9122  0.30
C -2.5703 -5.1278 -3.1503  -0.53
H -6.9746 -0.2875 -0.8584  0.27
C 5.4811 5.2410 2.0170  -0.78
H 1.0409 -6.8962 2.9096  0.26
C 2.0451 1.3835 0.9964  -0.41
H -0.4789 1.8516 -0.2741  -0.19
H 6.5262 7.1149 2.1157  0.41
C -3.0999 -3.9990 -4.2194  -0.39
H 1.9861 0.3244 1.2748  0.29
H -3.0357 -6.6976 5.5974  0.34
H -3.1556 -4.9630 -2.1480  0.26
H -2.9276 -6.1810 -3.5833  0.29
H 0.3939 -3.8675 2.8402  0.29
C -0.9410 -5.2265 -2.9975  -0.60
H -2.9503 -2.1917 -2.6676  -0.04
H 9.5917 4.9396 2.3780  0.37
H 0.9521 4.0000 0.7865  0.23
H 4.6097 3.2998 1.7360  0.09
C -0.1778 -3.7996 -2.7342  0.14
H -3.3767 4.4804 1.1996  0.37
C -3.5492 3.8754 0.3028  -1.25
H 1.6063 -5.2630 0.7883  0.34
C -1.0857 -7.1687 5.1181  0.53
O -2.1273 -6.5229 5.9837  -0.41
C -2.9952 -1.0065 -5.0660  -0.55
O -4.1831 -1.6265 -4.3905  -0.40
H -1.2468 -4.6699 2.3694  0.26
H 0.7242 4.2310 2.5223  0.42
H 2.3270 0.9111 -1.0799  0.41
H 4.6551 3.2386 -0.7196  0.32
H 7.9170 4.8694 0.5568  0.24
H -4.6576 2.3691 1.3670  0.43
H 8.5242 6.4947 0.8048  0.39
H -1.0911 -3.6478 -0.0615  0.20
H 6.1289 6.6209 0.4844  0.30
H 1.5365 1.9621 2.9997  0.39
C 4.7860 4.1922 -0.1988  -1.10
H 1.6359 -2.9655 -1.5306  0.31
C -6.5652 1.8312 -0.6596  -0.45
H -4.6220 -3.0527 -2.8100  0.30
H -5.2594 1.1033 -2.2089  0.35
H 8.6158 6.1192 3.2689  0.29
H -7.3456 2.1241 -1.3729  0.39
C -4.0017 1.5058 -0.5148  -0.14
H 6.2609 3.4046 1.1559  0.45
H -6.5740 2.5882 0.1315  0.24
C -0.0726 -4.8727 2.4228  -0.51
H -0.1759 -5.9170 0.3653  0.15
H -7.9138 0.5256 0.4040  0.38
H -2.3482 -3.7399 -5.0781  0.26
H -0.8809 -2.8730 -2.6065  -0.34
O -1.0051 -6.9253 3.6624  -0.29
C -6.9312 0.4762 -0.0753  -1.17
H -4.0538 -4.4774 -4.7546  0.27
H -5.0765 2.8095 -1.8639  0.35
H -2.6656 3.9608 -0.3373  0.25
C 0.0897 -3.6702 0.0071  0.24
H 8.0270 4.4597 3.0419  0.29
H -4.0743 0.4716 -0.1594  0.36
H -1.1760 -0.4557 -0.8367  0.19

## Properties
charge = 0
SMILES = COCCCCCCCCCCOC(=O)O.CCCCCC.CCCCCC.CCCCCC
electronic energy = -40364.10828 eV



Computed gap between HOMO and LUMO, in the same sequence as the records: 8.736, 10.172 eV.
Computed HOMO level, in the same sequence as the records: -9.08, -9.75 eV.
Computed LUMO, in the same sequence as the records: -0.34, 0.42 eV.